Entry 1:
22
Properties=species:S:1:pos:R:3:forces:R:3 method="wB97M-V/def2-TZVPD" smiles="COC(C)=O.COC(C)=O" de_lowest_ev=1.110
C 1.38433 -1.94816 -0.91583 0.8 -1.5 0.0
O 0.15215 -1.31943 -1.17155 0.4 1.0 -0.3
C -0.91156 -1.68478 -0.48222 -1.8 -2.1 1.3
C -1.98061 -0.63047 -0.50806 0.3 1.2 -0.2
O -1.02368 -2.71404 0.17954 0.7 1.3 -1.0
H 1.34325 -2.52209 0.02519 -0.1 0.2 -0.4
H 2.23372 -1.24647 -0.86317 -0.8 0.1 -0.1
H 1.55889 -2.65000 -1.74863 0.2 0.2 0.4
H -1.62774 0.13961 -1.21451 -0.4 -0.1 0.4
H -1.89476 -0.23310 0.51729 -0.4 0.1 -0.5
H -3.04345 -0.83883 -0.71677 0.8 -0.7 0.1
C 0.32395 0.38733 2.18363 -0.1 -0.3 1.6
O 0.31207 0.70874 0.82571 0.6 1.8 -1.2
C 0.44720 2.01592 0.42107 0.3 3.2 2.6
C 0.28335 2.16315 -1.04276 0.7 -0.6 -1.2
O 0.68468 3.03002 1.14039 -0.8 -4.2 -1.6
H 0.46144 -0.70502 2.25047 -0.1 0.5 -0.1
H -0.65070 0.64722 2.62988 0.4 -0.1 0.0
H 1.12041 0.87856 2.76754 -0.3 0.0 -0.5
H 0.71907 1.24016 -1.46091 -0.4 0.4 -0.3
H 0.86305 3.02520 -1.41349 -0.4 -0.3 0.4
H -0.75506 2.25647 -1.40278 0.4 -0.1 0.5



Entry 2:
12
Properties=species:S:1:pos:R:3:forces:R:3 method="wB97M-V/def2-TZVPD" de_lowest_ev=2.311 spin_multiplicity=2
C 1.28434 1.20380 -0.27358 0.1 0.7 0.1
C 1.82441 2.21201 0.41454 -0.5 -0.4 -0.9
H 2.42573 3.01445 -0.05008 -0.2 -0.4 0.1
H 1.60399 2.39691 1.48418 0.1 -0.4 -0.5
O -1.51149 -1.46336 -1.08095 -0.8 -1.2 -1.5
C -1.03140 -1.53345 0.15672 2.2 2.2 1.2
C -0.69235 -0.40394 0.88627 -2.0 -2.4 -0.3
Li -1.86928 -2.80907 -2.29868 0.2 0.9 0.8
Ag 0.04589 -0.05886 -2.18329 0.7 0.7 1.2
H -0.60266 -2.50273 0.46253 -0.4 0.1 0.1
H -1.21713 0.52047 0.60494 0.8 -0.2 0.2
H -0.26005 -0.57624 1.87742 -0.1 0.4 -0.4



Entry 3:
79
Properties=species:S:1:pos:R:3:forces:R:3 method="wB97M-V/def2-TZVPD" de_lowest_ev=0.215 spin_multiplicity=5 total_charge=-1
Ir -0.35974 1.05983 0.25928 -0.2 0.5 0.4
C -0.94986 1.33221 -3.56820 0.1 0.3 0.1
O -0.02176 1.03989 -2.54270 -0.2 0.0 0.2
C 1.29425 1.34981 -2.74892 -0.1 0.0 0.0
C 1.78921 1.55585 -4.02722 0.1 0.0 0.0
C 3.13977 1.81728 -4.24073 -0.1 0.0 0.0
C 3.98247 1.86023 -3.14697 0.0 0.0 0.1
C 3.48611 1.66584 -1.86285 0.1 0.1 -0.2
C 2.12796 1.42957 -1.60486 0.0 0.0 0.1
N 1.64484 1.27724 -0.29310 0.4 -0.2 -0.3
N 2.66830 1.30831 0.58812 -0.3 0.0 0.0
C 2.56516 1.03244 1.89819 0.0 0.0 0.1
C 1.41274 0.67335 2.65485 0.2 0.1 -0.1
O 0.18936 0.63024 2.17882 -0.1 -0.3 0.1
C 1.55200 0.34699 4.03079 -0.1 0.0 -0.1
C 2.74108 0.37477 4.68578 0.2 0.0 0.0
C 3.92573 0.75899 3.99190 -0.1 0.0 0.1
C 5.17320 0.80652 4.65282 0.0 0.0 0.0
C 6.31501 1.18089 3.99734 0.0 0.0 -0.1
C 6.23880 1.53340 2.63532 0.0 0.0 0.1
C 5.03712 1.49115 1.97310 -0.1 0.0 0.0
C 3.84344 1.09628 2.62274 -0.1 0.0 -0.1
H -0.82069 0.67037 -4.42741 0.0 0.0 0.0
H -0.85218 2.37170 -3.89590 0.0 0.0 0.0
H -1.93403 1.17392 -3.13854 0.0 0.1 0.0
H 1.12343 1.48666 -4.87557 0.0 0.0 0.0
H 3.51070 1.97089 -5.24604 0.0 0.0 0.0
H 5.04230 2.04705 -3.28075 0.0 0.0 0.0
H 4.14891 1.70389 -1.01491 0.0 0.0 -0.1
H 0.63873 0.06861 4.54542 0.0 0.0 0.0
H 2.80048 0.11428 5.73717 0.0 0.0 0.0
H 5.20766 0.53688 5.70396 0.0 0.0 0.0
H 7.26331 1.21214 4.52046 0.0 0.0 0.0
H 7.13322 1.83873 2.10445 0.0 0.0 0.0
H 4.98057 1.77135 0.93054 0.0 0.0 0.1
C 1.29414 -4.53179 -0.96571 -0.1 0.0 0.0
C 0.00743 -4.56146 -1.48925 0.0 0.1 0.0
C -0.86241 -3.49798 -1.26648 0.1 0.0 0.1
C -0.47214 -2.38360 -0.51522 0.2 -0.1 0.0
C 0.83283 -2.37446 -0.00413 0.0 -0.1 0.0
C 1.70593 -3.43402 -0.22066 -0.1 0.0 0.0
Si -1.61341 -0.93053 -0.08891 0.1 -0.1 -0.2
C -2.97063 -0.98935 -1.42252 0.0 0.1 -0.2
C -4.32836 -0.84860 -1.11212 0.0 0.0 0.0
C -5.30593 -0.82363 -2.10265 0.1 0.0 0.0
C -4.94705 -0.94921 -3.43863 0.0 0.0 0.0
C -3.60757 -1.10982 -3.77452 0.0 0.0 0.1
C -2.63807 -1.12656 -2.77772 -0.1 -0.2 0.1
C -2.54412 -1.49334 1.46327 -0.1 0.0 0.3
C -2.66073 -0.67766 2.59452 -0.1 -0.1 0.0
C -3.33721 -1.11342 3.73262 0.0 0.0 -0.1
C -3.90791 -2.37859 3.76210 0.0 0.0 -0.1
C -3.80261 -3.20652 2.64820 0.0 0.0 0.0
C -3.12828 -2.76498 1.51724 0.0 0.0 0.1
H 1.97336 -5.35799 -1.14127 0.0 0.0 0.0
H -0.31993 -5.41269 -2.07558 0.0 0.0 0.0
H -1.86161 -3.54136 -1.68957 0.0 0.0 0.0
H 1.17493 -1.51664 0.57077 0.0 -0.1 0.0
H 2.70966 -3.39647 0.18564 0.0 0.0 0.0
H -4.62850 -0.77214 -0.07030 0.0 0.0 -0.1
H -6.34884 -0.70493 -1.83135 0.0 0.0 0.0
H -5.70657 -0.93704 -4.21186 0.0 0.0 0.0
H -3.31923 -1.22277 -4.81399 0.0 0.0 0.0
H -1.59508 -1.25671 -3.05562 -0.1 0.0 0.0
H -2.18915 0.29943 2.59983 0.0 -0.1 0.0
H -3.40551 -0.46637 4.59995 0.0 0.0 0.0
H -4.42594 -2.72389 4.64991 0.0 0.0 0.0
H -4.24073 -4.19903 2.66456 0.0 0.0 0.0
H -3.05330 -3.42707 0.65822 0.0 0.0 0.0
C -3.47105 2.34713 0.04194 0.2 0.1 -0.2
O -2.41535 3.13766 -0.52639 -0.7 0.1 0.2
C -1.16356 2.82375 -0.21990 0.8 -0.4 -0.2
C -0.24328 3.91309 -0.70424 -0.1 0.1 -0.1
H -4.14939 2.06370 -0.75813 0.0 0.0 -0.1
H -3.99122 2.95930 0.77647 0.0 0.0 0.0
H -3.07075 1.45414 0.51801 0.1 0.0 0.0
H -0.77628 4.86644 -0.76864 0.0 0.0 0.0
H 0.15053 3.66924 -1.69518 0.0 0.0 -0.1
H 0.61530 4.00918 -0.03912 0.0 0.0 0.0



Entry 4:
11
Properties=species:S:1:pos:R:3:forces:R:3 method="wB97M-V/def2-TZVPD" smiles="C=C1C=NCO1" de_lowest_ev=1.926
C 0.43561 1.29382 1.08093 -0.7 0.8 0.8
C -0.21472 0.61227 0.16305 1.0 0.3 0.5
C -1.12524 -0.52452 0.32033 -0.2 -0.4 -0.2
N -0.80772 -1.44179 -0.50750 -0.6 0.3 0.2
C 0.33371 -0.89962 -1.19996 1.9 -0.5 0.0
O 0.37569 0.49355 -1.05091 -1.2 0.6 -0.7
H 1.27074 1.92099 0.80344 0.0 -0.1 0.2
H 0.02704 1.28348 2.07150 0.1 0.3 0.5
H -1.88211 -0.64013 1.08992 0.0 0.0 -0.2
H 1.21636 -1.17912 -0.53496 -0.5 -0.8 -1.3
H 0.42416 -1.09101 -2.26755 0.0 -0.6 0.3



Entry 5:
70
Properties=species:S:1:pos:R:3:forces:R:3 method="wB97M-V/def2-TZVPD" smiles="NC(N)=O.NC(N)=O.CC(C)O.CC(C)O.CC(C)O.CO.CO.CO" de_lowest_ev=5.899
N 5.22746 0.65677 -36.61655 0.5 0.7 -0.3
C 5.84511 -0.37797 -36.03778 4.3 -3.9 -1.3
N 5.01485 -1.08358 -35.24248 0.8 0.7 -0.3
O 7.09613 -0.84221 -36.33249 -5.2 2.7 1.3
H 5.80576 1.24813 -37.19206 -0.4 0.1 0.1
H 4.28069 0.88437 -36.30120 0.6 0.3 -0.4
H 5.31072 -1.94027 -34.82745 0.2 -0.2 -0.1
H 4.04601 -0.80293 -35.27126 -0.4 -0.2 0.5
N 1.35986 -0.94405 -33.55969 0.1 -6.8 1.6
C 1.73692 0.08104 -34.20744 5.3 -1.6 -6.2
N 1.23892 1.11073 -33.67208 -3.0 8.8 0.6
O 2.58422 0.06021 -35.26858 -3.7 0.4 4.2
H 1.89852 -1.81196 -33.81761 -0.9 0.5 0.3
H 0.93322 -0.95658 -32.61483 0.6 0.5 -1.3
H 1.39092 2.01577 -34.15194 0.4 -1.0 0.3
H 0.23816 1.11967 -33.45865 0.6 -0.6 0.4
C 4.46612 -5.77892 -34.87648 -0.2 -0.8 -0.3
C 5.50976 -4.71686 -35.00108 2.7 -3.8 -5.0
C 5.75789 -4.26300 -36.45063 2.6 -0.4 0.8
O 5.36157 -3.67005 -34.28206 -1.6 5.6 4.8
H 3.46747 -5.46134 -35.10041 -0.5 0.5 -0.4
H 4.37392 -6.19037 -33.89436 0.3 -0.2 0.9
H 4.68469 -6.60198 -35.54504 0.1 -0.2 -0.2
H 6.49075 -5.06848 -34.77953 0.8 -1.5 0.5
H 5.88956 -5.11295 -37.04174 0.1 -1.6 -1.1
H 6.64024 -3.60944 -36.70338 -0.6 -0.5 1.2
H 4.97829 -3.75713 -36.82655 -3.1 1.9 -1.3
H 5.83326 -3.74238 -33.44947 -0.2 0.2 0.4
C 7.12215 2.03128 -33.05238 -2.8 -1.3 0.6
C 5.88802 2.89284 -32.96230 2.0 -2.6 -7.5
C 4.62606 2.10696 -33.43017 0.2 0.5 0.8
O 5.67459 3.50036 -31.87927 -1.7 2.6 8.4
H 6.98400 1.16225 -32.41399 0.4 -0.1 0.4
H 7.97924 2.55278 -32.86823 2.4 1.2 0.6
H 7.09044 1.64948 -34.03745 0.5 -0.4 -1.3
H 6.11985 3.78825 -33.55872 -0.1 -0.7 -2.2
H 4.76975 1.13984 -33.97552 -0.1 1.4 0.0
H 4.03106 2.90485 -33.90044 -0.2 -1.0 -0.4
H 4.11888 1.84715 -32.47959 0.1 -0.1 -0.4
H 4.74243 3.69699 -31.92823 -0.4 0.6 0.9
C 4.39206 5.83323 -35.23350 0.1 1.0 0.2
C 4.21993 4.78161 -36.29443 5.9 4.6 -1.4
C 5.52617 4.15587 -36.76667 1.9 2.1 -2.9
O 3.62262 3.73887 -35.95083 -3.6 -8.0 2.1
H 4.96881 6.71171 -35.54840 -0.3 -0.2 -0.3
H 4.87205 5.51385 -34.34512 0.8 -0.9 0.9
H 3.42759 6.15855 -34.87496 -0.6 0.4 -0.1
H 3.69264 5.23988 -37.05793 -0.7 1.4 -2.3
H 6.37778 4.85238 -36.85853 -0.5 0.4 -0.3
H 5.46174 3.68164 -37.78646 -0.3 0.3 1.0
H 5.95813 3.46825 -36.10718 -0.2 -1.3 1.4
H 2.86884 3.89520 -35.45641 -2.6 0.4 1.4
C 2.41923 -3.21034 -35.99663 -1.0 1.7 -0.7
O 2.65131 -3.25879 -34.56458 -2.1 0.1 -1.7
H 2.90736 -2.33282 -36.46762 -0.1 -0.1 0.6
H 1.31156 -3.03886 -36.21116 1.4 -0.6 0.6
H 2.81271 -4.02389 -36.60832 -0.3 -0.6 0.7
H 3.55294 -3.47810 -34.43969 1.7 -0.2 0.5
C 7.80522 -1.73172 -33.51306 2.7 1.3 -3.6
O 7.74079 -2.38705 -32.37292 -0.5 -3.6 4.5
H 7.41134 -2.24243 -34.36702 -0.2 -0.4 -0.6
H 8.88423 -1.49663 -33.74037 -1.0 0.3 -0.2
H 7.24557 -0.85659 -33.39928 -0.6 1.6 -0.1
H 8.23634 -3.22816 -32.39520 -0.3 0.8 0.0
C 4.27405 -1.05223 -32.15080 1.1 0.9 -1.6
O 4.99859 -1.65288 -31.15101 -0.6 -0.9 2.4
H 4.15626 -1.76821 -32.95566 -0.2 0.2 -0.5
H 4.87400 -0.18486 -32.44408 -0.4 -0.2 -0.7
H 3.29946 -0.63951 -31.94866 -0.3 -0.3 1.1
H 5.88308 -1.80420 -31.46751 0.7 -0.1 -0.2



Entry 6:
60
Properties=species:S:1:pos:R:3:forces:R:3 method="wB97M-V/def2-TZVPD" e_tot_ha=-7056.37682 total_charge=+2
Pd -0.60103 0.19515 -0.57338 1.2 -0.3 0.7
Br -2.69351 -0.81660 -1.79868 -0.2 -0.2 -0.4
C -2.22064 0.17845 -3.40228 -0.2 -0.2 -0.2
Br -1.17051 1.71160 -2.88929 0.0 0.1 0.1
H -3.12509 0.51154 -3.91095 0.1 0.0 0.2
H -1.60755 -0.46105 -4.03639 -0.1 0.1 0.2
C 0.26664 5.55518 -1.80537 0.0 0.0 0.2
C 0.12929 5.48052 -0.28723 -0.1 0.3 -0.2
N 0.43452 4.14967 0.21779 0.1 -0.1 0.1
C -0.41982 3.16060 0.43032 0.0 0.1 -0.1
S 0.24565 1.68643 1.06523 0.3 -1.1 -0.3
N -1.72163 3.29991 0.22197 0.3 0.5 -0.3
C -2.77040 2.33722 0.51566 -0.3 -0.7 0.1
C -4.00578 2.67571 -0.30510 0.2 -0.1 0.0
H -0.03789 6.53928 -2.14990 0.0 0.1 -0.1
H -0.35026 4.80928 -2.30230 -0.1 -0.1 0.0
H 1.30005 5.39907 -2.09993 0.1 0.0 -0.1
H -0.87338 5.76972 0.03769 0.1 0.1 0.1
H 0.83433 6.17215 0.17758 -0.2 -0.1 0.1
H 1.41502 3.94727 0.36781 -0.2 -0.2 0.0
H -2.05232 4.18941 -0.13075 0.1 0.0 0.0
H -3.00544 2.36054 1.58623 0.1 -0.1 -0.1
H -2.40931 1.31400 0.26689 -0.3 0.7 0.2
H -4.40634 3.64292 -0.00962 -0.1 0.1 0.0
H -4.77832 1.92488 -0.15637 0.0 0.0 0.1
H -3.75764 2.71201 -1.36520 0.0 0.0 -0.1
C 3.76688 -4.23698 2.21045 -0.1 0.1 -0.1
C 3.85446 -4.07454 0.83268 0.1 0.0 0.0
C 2.87207 -3.38411 0.14690 0.0 0.1 -0.1
C 1.77494 -2.88925 0.85324 -0.1 0.8 0.1
C 1.69204 -3.04084 2.24201 -0.1 0.0 0.0
C 2.68421 -3.72431 2.91436 0.0 0.0 0.0
P 0.43150 -1.98860 0.06750 -1.3 -0.1 -0.6
C 0.48998 -2.33727 -1.73347 0.2 0.6 0.3
C 0.92126 -1.26435 -2.52935 0.4 0.1 0.3
C 0.95423 -1.38774 -3.90927 -0.1 0.0 -0.1
C 0.54160 -2.57099 -4.50725 0.0 0.1 0.0
C 0.12639 -3.63514 -3.72112 -0.1 -0.1 0.1
C 0.10173 -3.52730 -2.33848 0.0 0.0 0.1
C -1.08359 -2.62524 0.86576 0.3 0.6 -0.1
C -1.44383 -3.96980 0.86094 0.1 0.0 0.0
C -2.60700 -4.36315 1.50173 0.1 -0.1 -0.1
C -3.39487 -3.43554 2.16506 0.0 0.0 0.0
C -3.01221 -2.10462 2.21217 -0.1 0.0 0.0
C -1.86477 -1.69527 1.55875 0.2 0.2 0.1
H 4.55334 -4.74974 2.74200 0.1 -0.1 0.0
H 4.70297 -4.47663 0.29823 0.0 0.0 0.0
H 2.94865 -3.24547 -0.92200 0.0 0.0 -0.1
H 0.84569 -2.62659 2.77571 0.0 -0.1 0.1
H 2.62762 -3.84066 3.98512 0.0 0.0 0.1
H 1.30519 -0.34685 -2.05395 -0.2 -0.4 -0.3
H 1.30673 -0.56540 -4.51422 0.1 0.1 -0.1
H 0.56335 -2.67001 -5.58344 0.0 0.0 0.0
H -0.17860 -4.55828 -4.18994 0.0 -0.1 0.0
H -0.20817 -4.37255 -1.74473 -0.1 -0.1 0.0
H -0.81110 -4.70672 0.38896 0.0 -0.1 0.0
H -2.89183 -5.40351 1.49007 0.0 -0.1 0.0
H -4.29565 -3.75713 2.66164 -0.1 0.0 0.1
H -3.59786 -1.39046 2.76850 -0.1 0.1 0.1
H -1.54461 -0.65132 1.63056 -0.1 -0.4 0.0